A structure of composition C45H42AsN2O5PReSSi at a distorted geometry. Source: OMol25; level of theory: wB97M-V/def2-TZVPD.

Element x y z (Å)
Re: 0.28472 -0.15378 -0.69073
As: -0.46499 1.96829 -1.77230
S: 2.16931 0.20449 -2.13620
P: 1.46342 -2.05901 0.34953
Si: -2.53803 -0.04621 1.53466
O: -2.68146 0.10909 -1.84189
O: 0.88762 1.81508 2.69409
O: 0.85235 -2.71138 -2.42698
O: -1.21446 -0.32500 0.61446
O: 1.28129 0.83771 0.75063
N: -0.87950 -1.27694 -2.07269
N: -1.15228 -3.30320 -3.26641
C: -0.81049 -6.05466 0.32426
C: 1.23611 2.83096 -2.12360
C: -1.95828 3.14148 -3.99545
C: 3.19642 -2.25811 -0.16145
C: 1.43469 -0.48713 2.76949
C: -1.90181 2.29523 -6.24816
C: 4.89753 -3.12161 -1.63032
C: 1.93583 -1.46890 4.92372
C: -2.71223 -1.50298 2.71771
C: -2.46619 -3.00626 -3.49138
C: -1.02439 1.29464 -5.84875
C: -2.84652 3.25798 -0.77564
C: -2.21163 -0.93044 -2.29445
C: -0.62445 1.20825 -4.52486
C: -0.33141 -2.42640 -2.57698
C: -0.55639 -4.54905 -3.72743
C: -2.38105 1.52202 2.53430
C: 3.56746 -3.05488 -1.24219
C: 0.57267 -6.08301 0.20795
C: 2.30255 1.96245 -2.34615
C: 1.30099 -4.90186 0.21855
C: -0.77958 3.95297 0.26585
C: 3.51618 2.48537 -2.79556
C: 0.64292 -3.68346 0.34855
C: -3.55132 4.10054 0.07084
C: -0.74451 -3.65609 0.46453
C: 2.15965 -2.69620 4.31531
C: 1.58116 -0.37919 4.15258
C: 1.37723 4.19587 -2.34608
C: 1.14030 0.82044 2.05591
C: -1.46802 -4.83925 0.45698
C: -1.10642 2.12379 -3.59382
C: 5.86038 -2.38323 -0.95908
C: 4.16328 -1.49549 0.49185
C: -1.49300 4.78700 1.11399
C: -1.45759 3.20728 -0.69359
C: 3.65549 3.84695 -3.00152
C: 2.00079 -2.82081 2.94817
C: 5.48866 -1.56075 0.09513
C: -4.17759 0.06501 0.62169
C: 1.62709 -1.73206 2.15731
C: -2.87472 4.86848 1.00919
C: -3.01718 -1.86993 -3.05071
C: 2.59065 4.71150 -2.77065
C: -2.35711 3.22258 -5.32389
H: 4.60232 4.23874 -3.35120
H: 6.89802 -2.43910 -1.26187
H: -3.06660 -2.39548 2.19531
H: -2.22289 2.35492 -7.28002
H: 3.88159 -0.83678 1.30318
H: -4.43417 1.10606 0.41433
H: 1.08832 -7.02912 0.10364
H: 2.70498 5.77612 -2.92608
H: -1.37340 -6.97916 0.31493
H: 0.07017 0.43480 -4.21442
H: -4.05227 -1.62392 -3.22420
H: -0.03104 -5.02998 -2.90462
H: 0.52976 4.85355 -2.18700
H: -3.36539 2.62532 -1.48582
H: 0.15818 -4.36145 -4.52804
H: -0.64729 0.58241 -6.57162
H: -2.31201 2.39436 1.87950
H: 5.17781 -3.73953 -2.47352
H: 2.37873 -4.93539 0.13216
H: 0.29568 3.86754 0.36201
H: -3.26897 1.63985 3.16186
H: -2.54615 -4.81075 0.55173
H: 4.34351 1.81113 -2.97796
H: -1.35056 -5.19877 -4.08734
H: 2.46013 -3.55363 4.90342
H: -3.02537 4.01507 -5.63576
H: -4.95939 -0.35012 1.26319
H: 2.81240 -3.59046 -1.79957
H: 2.04152 -1.36144 5.99533
H: -4.63120 4.14653 0.01048
H: 2.16638 -3.78457 2.48419
H: -2.30978 3.87534 -3.28196
H: -1.77124 -1.74613 3.21777
H: -0.96837 5.36187 1.86537
H: -3.42987 5.51809 1.67354
H: -1.25183 -2.70402 0.55319
H: 1.41830 0.59164 4.59869
H: -3.45077 -1.25761 3.48508
H: -4.18452 -0.47190 -0.32651
H: -3.02579 -3.75158 -4.04047
H: 6.22971 -0.96260 0.60893
H: -1.49821 1.52188 3.17329

Results
**⟨S²⟩**: 3.77
**Energy**: -5569.025766 hartree
**Orbital gap (alpha / beta)**: 7.6214 / 6.9775 eV
**HOMO energy (alpha / beta)**: -7.18 / -7.65 eV
**Total charge**: 0
**Spin multiplicity**: 4

A structure of composition C45H42BrFGeN4O3TeTi at a distorted geometry. Source: OMol25; level of theory: wB97M-V/def2-TZVPD.

Element x y z (Å)
Te: 0.50145 0.41886 4.23267
Br: 3.93765 4.67611 2.26462
Ge: -1.65380 0.11860 1.32048
Ti: 0.44768 -0.30269 -0.17018
F: 1.01309 -1.81875 0.57267
O: 4.53238 -0.89439 -5.02313
O: -1.02125 -2.55341 -4.72836
O: 2.70952 1.80860 -2.47537
N: 2.00049 -0.62427 -1.61288
N: 3.01118 -2.01284 -3.19792
N: 0.71465 -2.01893 -2.92897
N: 1.34247 1.18421 0.66801
C: 1.78546 3.52204 0.82800
C: 4.01891 -2.57444 -6.69563
C: -4.34981 -0.26157 0.04113
C: 2.35238 -3.75456 -4.81136
C: 2.86277 3.26260 1.65941
C: -2.81288 -3.41953 3.46412
C: 3.04121 -2.59877 -4.48704
C: -5.88232 1.50849 -0.54412
C: 4.89001 1.69742 -1.42425
C: -1.38151 -1.52814 -3.90330
C: 5.44149 -0.31310 -0.20947
C: -0.47981 -1.25363 -2.87544
C: 1.91005 -1.52478 -2.55536
C: 3.64828 1.16881 -1.74411
C: 3.30105 -3.72709 -7.01423
C: -1.09257 3.02354 7.35989
C: -0.36612 2.50863 6.29240
C: -2.52242 -2.10163 3.13071
C: -5.56082 0.15635 -0.50687
C: -4.99652 2.43772 -0.00794
C: 3.14450 1.97042 2.03190
C: 3.88210 -2.00767 -5.44110
C: -0.64659 1.23567 5.79403
C: -3.44045 0.65836 0.57061
C: -2.51942 -0.76094 -4.04573
C: -2.27435 -4.10119 1.22532
C: 3.29595 -0.11790 -1.30113
C: -2.09263 -1.75318 1.85038
C: -2.72560 0.30471 -3.17081
C: 5.46787 -0.31036 -5.92036
C: -2.41768 1.01988 7.42797
C: 5.77896 0.95574 -0.64759
C: 3.06132 3.07158 -3.02057
C: 2.35647 0.95816 1.52602
C: -1.68316 0.49804 6.36841
C: -1.84465 0.52922 -2.13286
C: -1.96663 -2.95755 -5.70448
C: -3.79262 2.01108 0.54516
C: 4.20104 -0.84918 -0.54749
C: -2.11869 2.28021 7.93294
C: -2.68407 -4.42405 2.51192
C: -1.98024 -2.78067 0.90398
C: 1.05073 2.46282 0.35708
C: 2.46783 -4.31229 -6.08095
C: -0.70600 -0.26847 -1.92051
H: -3.23839 -0.97138 -4.82693
H: -3.14371 -3.66499 4.46758
H: -1.67471 -2.55000 -0.10701
H: -3.11640 2.74452 0.97929
H: -4.11457 -1.32156 0.06570
H: 0.42637 3.09754 5.84511
H: 5.18246 2.68083 -1.77102
H: -1.93568 0.86199 2.66117
H: -3.22391 0.43832 7.86332
H: 2.17775 3.43424 -3.53811
H: 6.13349 -0.88966 0.39456
H: -2.68379 2.68150 8.76684
H: -6.82187 1.83603 -0.97680
H: 4.67662 -2.13262 -7.43195
H: 3.33997 3.78362 -2.23929
H: 3.90413 -1.83511 -0.20697
H: 3.41567 -4.16869 -7.99669
H: 4.97834 0.03525 -6.83336
H: -2.18477 -4.87895 0.47508
H: 6.74125 1.38432 -0.39081
H: 0.73201 -2.65611 -3.70813
H: -2.16232 -2.15989 -6.42453
H: 1.51839 4.53457 0.56251
H: 0.19093 2.60872 -0.27889
H: -1.91704 -0.48947 5.98556
H: -3.60005 0.93353 -3.28965
H: 2.53621 -0.07479 1.79055
H: 6.26275 -1.01371 -6.17683
H: 1.92366 -5.21732 -6.32320
H: 5.89620 0.53945 -5.39854
H: 3.88546 2.97758 -3.73179
H: -2.63316 -1.31925 3.87633
H: -1.52840 -3.80564 -6.22174
H: -2.90094 -5.45380 2.77086
H: -2.06076 1.34173 -1.45843
H: 3.94819 1.74582 2.71677
H: -5.25365 3.49189 -0.00833
H: 1.74564 -4.24584 -4.05752
H: -0.85981 4.01049 7.74552
H: 3.85131 -1.50422 -2.96962
H: -2.90685 -3.26258 -5.23990
H: -6.26023 -0.57711 -0.89770

Results
**Energy**: -8052.966003 hartree
**Orbital gap (alpha / beta)**: 3.9280 / 3.7924 eV
**HOMO energy (alpha / beta)**: -5.27 / -5.25 eV
**Total charge**: 0